DFT (wB97M-V/def2-TZVPD) results for a cluster of 2 separate species, C27H22NO6S in total.

The HOMO energy is -0.1165 hartree. The value obtained for the calculated total energy is -52966.76814 eV. Its charge is -1. The value obtained for the energy above the lowest of the compared OMol25 structures with the same formula, charge and spin is 0.00 kcal/mol. For the HOMO-LUMO gap, the calculation gives 4.26 eV. For the LUMO energy, the calculation gives 1.087 eV.

Atoms and positions in Å:
C  3.0942  -0.6459  -3.9204
C  3.2694  -0.3107  -2.4486
C  4.5935  -0.8276  -1.8839
O  3.2446  1.1171  -2.2637
C  2.0251  1.7140  -2.4840
O  1.9793  2.8901  -2.8036
C  0.8178  0.8908  -2.3022
C  -0.4016  1.4990  -2.4382
C  -1.6847  0.8423  -2.5372
C  -1.8878  -0.3901  -3.2063
C  -3.1532  -0.9751  -3.2231
C  -4.2245  -0.3864  -2.5407
C  -4.0383  0.8440  -1.9003
C  -2.8038  1.4785  -1.9524
C  0.9652  -0.4340  -1.6909
O  0.0691  -1.0676  -1.1719
O  2.2354  -0.9558  -1.6545
H  2.1532  -0.2488  -4.3077
H  3.9206  -0.2061  -4.4889
H  3.1202  -1.7283  -4.0741
H  4.6690  -0.5919  -0.8204
H  4.6518  -1.9142  -1.9984
H  5.4396  -0.3715  -2.4045
H  -0.3995  2.5870  -2.4840
H  -1.0558  -0.8363  -3.7522
H  -3.2913  -1.9133  -3.7558
H  -5.1911  -0.8861  -2.5106
H  -4.8515  1.3166  -1.3523
H  -2.6485  2.4798  -1.5445
C  3.4049  -3.4646  2.4781
C  2.7977  -3.1880  3.6981
C  1.9702  -2.0633  3.8525
C  1.7704  -1.2014  2.7620
S  0.8346  0.3580  2.8587
C  -0.7265  0.0563  2.1268
C  -1.8569  0.8244  2.4216
C  -3.1617  0.3275  2.0989
C  -4.2838  1.1122  2.2605
C  -4.1728  2.4200  2.7689
C  -5.3209  3.2786  2.8639
N  -6.2313  4.0124  2.9582
C  -2.9090  2.8995  3.1695
C  -1.7773  2.1196  3.0316
O  0.6530  0.5597  4.2750
O  1.5845  1.3306  2.0948
C  2.3440  -1.5117  1.5368
C  3.1721  -2.6285  1.3894
H  4.0601  -4.3288  2.3639
H  2.9796  -3.8480  4.5452
H  1.5007  -1.8569  4.8091
H  -0.8365  -0.9412  1.7212
H  -3.2366  -0.7037  1.7505
H  -5.2709  0.7319  1.9777
H  -2.8438  3.9146  3.5811
H  -0.8293  2.5089  3.4115
H  2.1415  -0.8724  0.6856
H  3.6274  -2.8151  0.4245

Partial charges, natural (NBO), in e:
1. C -0.6639
2. C 0.5294
3. C -0.6319
4. O -0.5105
5. C 0.7860
6. O -0.5673
7. C -0.3732
8. C 0.0574
9. C -0.1181
10. C -0.1366
11. C -0.2290
12. C -0.2028
13. C -0.1588
14. C -0.1571
15. C 0.7683
16. O -0.5409
17. O -0.5268
18. H 0.2236
19. H 0.2259
20. H 0.2259
21. H 0.2439
22. H 0.2195
23. H 0.2213
24. H 0.2394
25. H 0.2097
26. H 0.2110
27. H 0.2134
28. H 0.2186
29. H 0.2221
30. C -0.2195
31. C -0.2292
32. C -0.1855
33. C -0.3086
34. S 2.1663
35. C -0.7718
36. C 0.0079
37. C -0.2335
38. C -0.1703
39. C -0.3333
40. C 0.3181
41. N -0.4399
42. C -0.1299
43. C -0.2881
44. O -0.9846
45. O -0.9702
46. C -0.1233
47. C -0.2324
48. H 0.2027
49. H 0.2056
50. H 0.2394
51. H 0.2249
52. H 0.1956
53. H 0.2029
54. H 0.2065
55. H 0.2247
56. H 0.2240
57. H 0.2030

---

DFT (wB97M-V/def2-TZVPD) results for a structure of composition C17H37AsN4SSi3W.

The HOMO energy is -0.7283 hartree. The value obtained for the calculated total energy is -121283.36069 eV. Its charge is +4. For the HOMO-LUMO gap, the calculation gives 6.20 eV. For the LUMO energy, the calculation gives -13.618 eV.

Atoms and positions in Å:
W  0.5628  -0.6208  0.5592
C  -3.6087  -1.5935  1.4467
C  -2.2547  -1.4500  0.8617
N  -1.4636  -0.4178  1.0790
N  -2.0238  0.7758  1.5032
C  -1.4458  1.8950  1.0531
N  -1.9541  3.0781  1.2705
S  0.0593  1.7097  0.1938
C  -1.7157  -2.3736  -0.1174
C  -2.4488  -3.4221  -0.6541
C  -2.0363  -4.0172  -1.8421
C  -0.9069  -3.5196  -2.4728
C  -0.1727  -2.5287  -1.8452
N  -0.5172  -1.9832  -0.6673
H  -3.7291  -1.0064  2.3557
H  -3.8019  -2.6361  1.7014
H  -4.3884  -1.2982  0.7352
H  -2.9539  0.7646  1.9017
H  -2.8645  3.2215  1.6932
H  -1.4929  3.9141  0.9312
H  -3.3623  -3.7398  -0.1694
H  -2.6129  -4.8153  -2.2933
H  -0.5959  -3.8994  -3.4371
H  0.7067  -2.1305  -2.3329
C  3.1691  -2.4166  6.3292
Si  1.3278  -2.2854  6.2272
C  0.2972  -3.7665  5.8094
C  0.4904  -0.6702  6.5925
As  1.1810  -1.1730  2.7662
Si  2.8775  1.2181  2.2434
C  4.2008  0.5467  3.3821
C  3.5134  1.7098  0.5455
C  1.7347  2.4406  3.0997
Si  2.5049  -2.4872  1.0988
C  2.6319  -1.4202  -0.5567
C  1.4778  -4.0416  0.7955
C  4.2764  -2.8552  1.5746
H  3.4656  -2.8162  7.3067
H  3.6524  -1.4452  6.2202
H  3.5583  -3.1035  5.5751
H  0.2569  -4.4634  6.6541
H  0.7286  -4.3133  4.9679
H  -0.7293  -3.4871  5.5709
H  0.1123  -0.6514  7.6206
H  -0.3615  -0.5222  5.9264
H  1.1826  0.1664  6.4869
H  4.5935  -0.4303  3.1062
H  3.8301  0.4879  4.4067
H  5.0412  1.2484  3.3742
H  4.2250  1.0060  0.1177
H  4.0839  2.6333  0.7132
H  2.7480  1.9583  -0.1851
H  0.8625  1.9742  3.5584
H  1.4096  3.2319  2.4260
H  2.3061  2.9210  3.8995
H  1.9682  -0.5147  -0.7759
H  2.5304  -2.1306  -1.3769
H  3.6433  -1.0258  -0.6363
H  0.4123  -3.9033  0.9796
H  1.8143  -4.8305  1.4742
H  1.6125  -4.4397  -0.2131
H  4.9161  -1.9759  1.6341
H  4.6981  -3.5107  0.8071
H  4.3391  -3.3895  2.5231

Partial charges, natural (NBO), in e:
1. W 0.4570
2. C -0.7195
3. C 0.4160
4. N -0.3104
5. N -0.4173
6. C 0.3594
7. N -0.6815
8. S 0.1197
9. C 0.0956
10. C -0.1376
11. C -0.0615
12. C -0.1744
13. C 0.1211
14. N -0.5254
15. H 0.2499
16. H 0.2928
17. H 0.3083
18. H 0.4362
19. H 0.4475
20. H 0.4631
21. H 0.2684
22. H 0.2878
23. H 0.2896
24. H 0.2368
25. C -1.2212
26. Si 1.9772
27. C -1.2187
28. C -1.2141
29. As -0.0198
30. Si 1.7378
31. C -1.1845
32. C -1.1800
33. C -1.1835
34. Si 1.3832
35. C -0.9983
36. C -1.1324
37. C -1.0954
38. H 0.3327
39. H 0.2812
40. H 0.2822
41. H 0.3289
42. H 0.2795
43. H 0.2761
44. H 0.3279
45. H 0.2662
46. H 0.2788
47. H 0.2577
48. H 0.2544
49. H 0.3063
50. H 0.2663
51. H 0.3113
52. H 0.2523
53. H 0.2456
54. H 0.2679
55. H 0.2939
56. H 0.1913
57. H 0.2818
58. H 0.3059
59. H 0.2339
60. H 0.2894
61. H 0.2759
62. H 0.2667
63. H 0.2995
64. H 0.2747